Model i:
# C4H10NO2

A 2-piece molecular cluster, C4H10NO2 overall (ωB97M-V with the def2-TZVPD basis set, the Open Molecules 2025 dataset).

- LUMO (eV) = 4.25
- Kohn-Sham gap (eV) = 6.87
- total charge = -1

CARTESIAN COORDINATES (ANGSTROEM)
C -0.9932 0.8927 1.5250
O 0.1805 1.4910 0.9490
C -2.3142 1.5014 1.0573
H -0.9264 1.0045 2.6265
H -0.8793 -0.1893 1.2827
H -3.1098 0.7460 1.2488
H -2.3320 1.6645 -0.0341
H -2.5598 2.4672 1.5386
C 1.9787 -0.3688 -0.3699
C 0.7850 -1.0202 -0.8331
N 0.6435 -1.0494 -2.2679
O -0.0596 -1.6961 -0.1612
H 2.6367 0.0632 -1.1008
H 2.4469 -0.7998 0.5181
H 0.7938 0.8200 0.5607
H 1.5268 -0.9010 -2.7810
H 0.1931 -1.9196 -2.5632

***

Model ii:
# C4H10NO2

C4H10NO2 as an isolated structure (ωB97M-V with the def2-TZVPD basis set, the Open Molecules 2025 dataset).

- LUMO (eV) = 4.11
- Kohn-Sham gap (eV) = 8.17
- total charge = -1

CARTESIAN COORDINATES (ANGSTROEM)
C -1.6412 0.5369 0.2754
O -0.3834 0.3049 0.7953
C -2.6206 0.8995 1.3900
H -2.0585 -0.3398 -0.2514
H -1.6192 1.3626 -0.4610
H -3.6431 0.9450 0.9909
H -2.3955 1.8471 1.8784
H -2.6141 0.1165 2.1513
C 1.9907 -1.7854 -0.1645
N 1.2538 -0.8041 -0.6905
C 2.0382 0.1934 -1.3999
O 3.2116 -1.9432 -0.2873
H 1.3951 -2.4782 0.4513
H 0.3285 -0.2272 0.0810
H 2.6387 -0.2703 -2.1895
H 2.7399 0.7009 -0.7261
H 1.3792 0.9415 -1.8435

***

Most stable of them? model ii.

***

Model i:
# C4H2N2S

One molecule with the formula C4H2N2S (ωB97M-V with the def2-TZVPD basis set, the Open Molecules 2025 dataset).

- LUMO (eV) = -0.77
- Kohn-Sham gap (eV) = 7.96
- total charge = 0

CARTESIAN COORDINATES (ANGSTROEM)
C 0.2046 -0.9033 -1.7296
C -1.3961 -0.2499 0.8925
C 1.2096 0.7091 0.0406
C 0.5720 -0.0988 -0.7202
N -0.1121 -1.6093 -2.5918
N -0.8755 0.5001 1.6936
S 0.5205 1.2781 1.6746
H -2.2959 -0.8004 0.7853
H 2.1729 1.1744 -0.0451

***

Model ii:
# C4H2N2S

A 2-piece molecular cluster, C4H2N2S overall (ωB97M-V with the def2-TZVPD basis set, the Open Molecules 2025 dataset).

- LUMO (spin up / spin down) (eV) = -2.01 / -2.01
- Kohn-Sham gap (spin up / spin down) (eV) = 7.33 / 7.33
- total charge = 0

CARTESIAN COORDINATES (ANGSTROEM)
C 1.3011 1.1895 -0.9576
C -1.1266 -1.1422 0.8541
C 1.0700 -0.1099 -0.5831
C -0.9726 0.0949 0.3478
N 1.5212 2.3133 -0.8981
N -1.2210 -2.2357 1.1746
S 1.6816 -1.5514 -0.5431
H -1.5444 0.4242 -0.4244
H -0.7093 1.0173 1.0298

***

Most stable of them? model ii.

***

Model i:
# C3HN3O

One molecule with the formula C3HN3O (ωB97M-V with the def2-TZVPD basis set, the Open Molecules 2025 dataset).

- LUMO (eV) = -0.73
- Kohn-Sham gap (eV) = 10.29
- structure (SMILES) = N#Cc1cnno1
- total charge = 0

CARTESIAN COORDINATES (ANGSTROEM)
C 1.7474 -0.2879 0.0431
C 0.3095 -0.2460 0.0708
C -0.5595 0.8430 -0.0191
H -0.3718 1.9336 0.0906
N 2.9056 -0.2778 -0.0919
N -1.7974 0.3323 -0.0545
N -1.7725 -0.9524 -0.0484
O -0.4614 -1.3448 0.0093

***

Model ii:
# C3HN3O

One molecule with the formula C3HN3O (ωB97M-V with the def2-TZVPD basis set, the Open Molecules 2025 dataset).

- LUMO (eV) = -0.63
- Kohn-Sham gap (eV) = 9.40
- total charge = 0

CARTESIAN COORDINATES (ANGSTROEM)
N 2.6213 -0.3439 0.3689
C 1.4985 -0.3171 0.0878
C 0.1029 -0.1944 -0.1144
C -0.5846 1.0952 -0.2275
O -1.7846 1.2227 -0.1551
N -1.3219 -2.1389 0.2952
N -0.6467 -1.2636 0.1118
H 0.1150 1.9402 -0.3666

***

Most stable of them? model ii.

***

Model i:
# C10H15NO

A 2-piece molecular cluster, C10H15NO overall (ωB97M-V with the def2-TZVPD basis set, the Open Molecules 2025 dataset).

- LUMO (eV) = 0.72
- Kohn-Sham gap (eV) = 9.75
- structure (SMILES) = Cc1ccccc1.CCC(N)=O
- total charge = 0

CARTESIAN COORDINATES (ANGSTROEM)
C -2.8611 -0.0544 -1.3548
C -2.0545 0.9718 -0.4930
C -2.4167 -1.5535 -1.1323
O -3.1389 -2.4583 -0.6898
N -1.1438 -2.0063 -1.5062
H -3.9010 -0.0161 -0.9673
H -2.9751 0.0860 -2.4328
H -0.9820 0.7574 -0.7919
H -0.8586 -2.9393 -1.3920
H -0.3838 -1.4498 -1.8241
H -1.9506 0.6497 0.6540
H -2.1828 2.0981 -0.7311
C 0.6023 -1.0362 2.1151
C 2.0787 1.0087 1.8904
C 1.3896 -0.0612 1.3353
C 2.8691 1.7453 0.9434
C 2.5531 1.7755 -0.4034
C 1.3541 -0.2474 -0.0700
C 1.8018 0.7560 -0.9332
H 2.2614 1.1510 2.9419
H 3.7300 2.2739 1.3520
H -0.0413 -1.7567 1.6631
H -0.2692 -0.4259 2.6133
H 2.9131 2.6823 -0.9312
H 0.9117 -1.0879 -0.6227
H 1.5736 0.8703 -2.0179
H 1.1208 -1.7331 2.7850

***

Model ii:
# C10H15NO

A 2-piece molecular cluster, C10H15NO overall (ωB97M-V with the def2-TZVPD basis set, the Open Molecules 2025 dataset).

- LUMO (eV) = 0.81
- Kohn-Sham gap (eV) = 9.84
- structure (SMILES) = Cc1ccccc1.CCC(N)=O
- total charge = 0

CARTESIAN COORDINATES (ANGSTROEM)
C -1.4432 1.5652 2.2464
C -0.4561 0.5370 2.8003
C -1.4661 1.2683 0.7103
O -2.1198 0.3897 0.1682
N -0.8483 2.2187 -0.0416
H -2.3240 1.4937 2.8881
H -1.1811 2.6213 2.3373
H 0.4954 0.4039 2.2885
H -0.8234 -0.4670 2.5201
H -0.5827 1.9670 -0.9855
H -0.0859 2.7185 0.4001
H -0.0728 0.7371 3.7898
C -0.9799 -2.1495 -0.2030
C 1.4767 -0.3869 -2.4922
C 0.4145 -1.1652 -2.0264
C 2.4468 0.0724 -1.6247
C 0.2780 -1.5408 -0.7094
C 2.3692 -0.3611 -0.2995
C 1.3303 -1.1526 0.1388
H 1.5333 -0.2136 -3.5733
H -0.4164 -1.2906 -2.7088
H 3.4046 0.4297 -2.0264
H 3.0242 0.1151 0.4065
H -1.8952 -2.1532 -0.8045
H -1.4793 -1.4412 0.5275
H 1.2936 -1.4204 1.1748
H -1.0366 -3.2135 0.0606

***

Most stable of them? model ii.

***

Model i:
# C10H15NO

A 2-piece molecular cluster, C10H15NO overall (ωB97M-V with the def2-TZVPD basis set, the Open Molecules 2025 dataset).

- LUMO (eV) = 0.80
- Kohn-Sham gap (eV) = 9.58
- structure (SMILES) = Cc1ccccc1.CCC(N)=O
- total charge = 0

CARTESIAN COORDINATES (ANGSTROEM)
C -0.8650 1.3712 -2.3976
C 0.0994 -2.7932 -1.6078
C 0.8748 -1.7136 -1.1841
C -0.8594 -2.4755 -2.5763
C 0.6913 -0.3591 -1.5362
C -1.1755 -1.1399 -2.7667
C -0.4834 -0.0671 -2.2257
H 0.4196 -3.8107 -1.5165
H 1.5969 -1.9454 -0.4039
H -1.3463 -3.2500 -3.1747
H 1.2449 0.3148 -0.9204
H -2.1078 -0.9444 -3.2729
H -1.9245 1.3977 -2.0884
H -0.6674 1.7769 -3.3873
H -0.4895 2.0528 -1.6454
C 0.9836 0.5785 2.2901
C 0.5838 -0.4096 3.3621
C -0.1458 1.4966 1.8084
O -0.9557 1.1812 0.9758
N -0.0998 2.7313 2.4315
H 1.8030 1.1534 2.7224
H 1.4749 0.2576 1.3376
H 1.3459 -0.9991 3.8307
H -0.0602 -1.1904 2.9016
H -0.8119 3.4490 2.4069
H 0.7995 3.1861 2.4898
H 0.0747 0.1511 4.1471

***

Model ii:
# C10H15NO

A 2-piece molecular cluster, C10H15NO overall (ωB97M-V with the def2-TZVPD basis set, the Open Molecules 2025 dataset).

- LUMO (eV) = 0.79
- Kohn-Sham gap (eV) = 9.50
- structure (SMILES) = Cc1ccccc1.CCC(N)=O
- total charge = 0

CARTESIAN COORDINATES (ANGSTROEM)
C 0.9426 0.7897 3.1407
C 0.7603 -0.7575 3.0608
C 1.6037 1.2483 1.8926
O 1.1003 2.0488 1.1168
N 2.9104 0.8697 1.6504
H -0.0580 1.2185 3.1463
H 1.4988 1.1963 3.9821
H 1.7249 -1.1964 3.3318
H 3.3407 1.1498 0.7814
H 3.2319 -0.0683 1.8348
H 0.3415 -1.0453 2.1066
H 0.1666 -1.0952 3.9135
C -2.8921 -2.2994 -1.7835
C -0.6040 -1.4123 -2.4554
C -1.8360 -1.2241 -1.8887
C 0.4222 -0.4591 -2.2994
C 0.1894 0.6961 -1.5549
C -2.1029 0.0004 -1.2257
C -1.1142 0.9546 -1.1635
H -0.4172 -2.2091 -3.1686
H 1.4319 -0.6221 -2.6525
H -2.8788 -2.9382 -2.6731
H -3.8968 -1.8995 -1.6918
H 0.9716 1.2825 -1.0948
H -3.1217 0.1742 -0.9075
H -1.3387 1.9127 -0.7068
H -2.5974 -2.9462 -0.9627

***

Most stable of them? model ii.

***

Model i:
# CH3O2

An isolated ion of composition CH3O2 and charge -1 (ωB97M-V with the def2-TZVPD basis set, the Open Molecules 2025 dataset).

- LUMO (eV) = 5.00
- Kohn-Sham gap (eV) = 7.67
- structure (SMILES) = [O-]CO
- total charge = -1

CARTESIAN COORDINATES (ANGSTROEM)
O -0.1872 1.2261 -0.0302
H 0.3377 1.4174 0.7478
O -0.0512 -1.2870 0.8688
C -0.0363 -0.4480 -0.1055
H 0.8844 -0.4009 -0.7481
H -0.9473 -0.5077 -0.7327

***

Model ii:
# CH3O2

An isolated ion of composition CH3O2 and charge -1 (ωB97M-V with the def2-TZVPD basis set, the Open Molecules 2025 dataset).

- LUMO (eV) = 5.03
- Kohn-Sham gap (eV) = 7.59
- structure (SMILES) = [O-]CO
- total charge = -1

CARTESIAN COORDINATES (ANGSTROEM)
O 0.4961 1.0218 -0.1798
H 1.2100 0.5500 -0.4921
O -0.0358 -1.0757 -0.8964
C -0.3486 -0.2339 0.1109
H -1.4302 0.0154 0.3806
H 0.1085 -0.2775 1.0768

***

Most stable of them? model i.

***

Model i:
# C9H8N2O2

C9H8N2O2 as an isolated structure (ωB97M-V with the def2-TZVPD basis set, the Open Molecules 2025 dataset).

- LUMO (eV) = -0.02
- Kohn-Sham gap (eV) = 7.34
- total charge = 0

CARTESIAN COORDINATES (ANGSTROEM)
C 2.6292 0.1696 -0.3671
C 1.8984 -0.9460 -0.4820
C 2.0690 1.2981 0.3480
C -0.3365 -1.8137 -0.5403
C -1.6906 -1.9119 -0.0702
C 0.8229 1.4610 0.7444
C 0.5058 -0.8410 -0.1597
C -2.5257 -0.9197 0.3984
C -0.0960 0.2660 0.6546
N -1.6641 1.6006 -0.4798
N -1.4210 0.5584 0.1648
O -3.5935 -0.5937 0.6818
O -2.6027 1.8570 -1.2065
H 3.6982 0.1411 -0.7146
H 2.3954 -1.7575 -0.9939
H 2.6019 2.1926 0.6650
H 0.1086 -2.6572 -1.1141
H -2.1858 -2.9647 -0.0995
H 0.7181 2.3874 1.2903
H -0.4394 0.0857 1.7486
H -0.8920 2.3877 -0.4681

***

Model ii:
# C9H8N2O2

One molecule with the formula C9H8N2O2 (ωB97M-V with the def2-TZVPD basis set, the Open Molecules 2025 dataset).

- LUMO (spin up / spin down) (eV) = -1.07 / -1.07
- Kohn-Sham gap (spin up / spin down) (eV) = 6.35 / 6.35
- total charge = 0

CARTESIAN COORDINATES (ANGSTROEM)
C 0.7213 0.9402 -0.1152
C -0.3318 0.3086 -0.0989
C 2.0611 1.2138 -0.0771
C 2.3229 -1.1458 0.0184
C 2.9124 0.1264 -0.0215
C -2.9585 1.4014 0.1819
C 4.3732 0.2619 0.0209
C -1.4821 -0.4150 -0.0885
C -3.8263 -0.8039 -0.0551
N 1.8129 -2.1770 0.0712
N -2.7155 0.1247 0.0233
O 4.9482 1.3200 0.0330
O 5.0586 -0.9046 0.0444
H 2.4639 2.2151 -0.0801
H 4.4717 -1.6746 0.0613
H -3.9682 1.7512 0.2629
H -2.1346 2.0886 0.2195
H -1.4074 -1.4883 -0.1693
H -3.6353 -1.6559 0.5949
H -3.9324 -1.1624 -1.0797
H -4.7539 -0.3241 0.2536

***

Model iii:
# C9H8N2O2

One molecule with the formula C9H8N2O2 (ωB97M-V with the def2-TZVPD basis set, the Open Molecules 2025 dataset).

- LUMO (eV) = 0.64
- Kohn-Sham gap (eV) = 9.34
- structure (SMILES) = OCC#Cc1nccn1C#CCO
- total charge = 0

CARTESIAN COORDINATES (ANGSTROEM)
C 2.0292 2.3802 0.2325
C 0.6371 1.9361 0.1696
C -0.4408 1.4383 0.0867
C -1.6916 0.7462 -0.0394
C -3.6656 -0.0174 -0.1278
C -2.8640 -1.1400 -0.0566
C -0.3979 -1.3573 0.0721
C 0.6910 -1.8133 0.1460
C 2.0432 -2.3261 0.2777
H 2.6096 1.1370 -1.1323
H 2.2347 3.2757 -0.3566
H 2.3191 2.5491 1.2591
H -4.7465 0.0191 -0.1453
H -2.9906 -2.2263 -0.0432
H 2.0769 -3.2699 -0.2445
H 2.3179 -2.5260 1.3314
H 3.0535 -0.6674 0.0965
N -2.9591 1.1663 -0.0603
N -1.5988 -0.6447 0.0298
O 2.9228 1.3660 -0.2382
O 2.9504 -1.4939 -0.4015

***

Most stable of them? model ii.

***

Model i:
# C2H2ClN3O2

One molecule with the formula C2H2ClN3O2 (ωB97M-V with the def2-TZVPD basis set, the Open Molecules 2025 dataset).

- LUMO (eV) = -0.03
- Kohn-Sham gap (eV) = 9.20
- structure (SMILES) = O/N=c1\o[nH]nc1Cl
- total charge = 0

CARTESIAN COORDINATES (ANGSTROEM)
C -0.0994 -0.4295 -0.1180
C 1.2693 -0.1093 -0.1400
H -2.3947 -0.7871 0.2380
H 0.1993 2.2843 0.7379
N -0.5520 -1.6282 -0.1706
N 0.2021 1.7835 -0.2092
N 1.5339 1.1505 -0.1792
O -1.9078 -1.6461 -0.1045
O -0.7509 0.6825 -0.0123
Cl 2.5001 -1.3006 -0.0420

***

Model ii:
# C2H2ClN3O2

One molecule with the formula C2H2ClN3O2 (ωB97M-V with the def2-TZVPD basis set, the Open Molecules 2025 dataset).

- LUMO (eV) = -0.11
- Kohn-Sham gap (eV) = 8.79
- structure (SMILES) = O/N=c1\o[nH]nc1Cl
- total charge = 0

CARTESIAN COORDINATES (ANGSTROEM)
C -0.1655 -0.3327 0.0039
C 1.2553 -0.1866 -0.2136
H -2.1568 -0.7295 -0.3036
H 0.2608 2.1534 0.8760
N -0.5298 -1.6235 0.0729
N 0.2561 1.8170 -0.1048
N 1.4227 1.1314 -0.0410
O -1.9365 -1.7300 -0.0824
O -0.6923 0.8823 -0.1478
Cl 2.2860 -1.3819 -0.0596

***

Most stable of them? model i.